1.
{
  "formula": "C43H30Cl3NO3P2RuS2",
  "method": "ωB97M-V/def2-TZVPD",
  "elements": ["Ru", "S", "P", "C", "P", "S", "C", "C", "C", "C", "C", "C", "C", "C", "C", "C", "C", "C", "C", "C", "C", "C", "C", "C", "C", "C", "C", "C", "C", "C", "H", "H", "H", "H", "H", "H", "H", "H", "H", "H", "H", "H", "H", "H", "H", "H", "H", "H", "H", "H", "C", "C", "C", "C", "C", "C", "C", "C", "C", "C", "C", "C", "C", "C", "C", "H", "H", "H", "H", "H", "H", "H", "H", "H", "H", "O", "C", "N", "Cl", "C", "Cl", "Cl", "C", "O", "O"],
  "xyz": [[0.5614, -0.2424, -0.5184], [-1.5418, 2.0438, -0.5783], [0.1471, 2.2591, 0.4262], [0.8301, 0.8330, 1.1966], [-0.1077, 0.1384, 2.5405], [-1.9881, -0.4011, 2.3578], [-0.0169, 1.3847, 3.9101], [1.1684, 1.5697, 4.6220], [1.2422, 2.5042, 5.6461], [0.1352, 3.2808, 5.9593], [-1.0428, 3.1163, 5.2432], [-1.1202, 2.1683, 4.2297], [0.9799, -1.1373, 3.2746], [0.4592, -2.0146, 4.2165], [1.2783, -2.9610, 4.8146], [2.6181, -3.0466, 4.4639], [3.1388, -2.1801, 3.5124], [2.3215, -1.2252, 2.9213], [0.0398, 3.7116, 1.5539], [1.1335, 4.0388, 2.3539], [1.0764, 5.1407, 3.1944], [-0.0701, 5.9267, 3.2343], [-1.1591, 5.6022, 2.4399], [-1.1069, 4.4903, 1.6073], [1.4876, 2.8738, -0.6709], [2.8235, 2.5954, -0.3995], [3.8256, 3.0838, -1.2272], [3.4978, 3.8619, -2.3281], [2.1651, 4.1559, -2.5966], [1.1642, 3.6626, -1.7721], [2.0363, 0.9699, 4.3762], [2.1674, 2.6294, 6.1987], [0.1930, 4.0150, 6.7557], [-1.9054, 3.7317, 5.4743], [-2.0374, 2.0149, 3.6736], [-0.5976, -1.9663, 4.4497], [0.8581, -3.6622, 5.5266], [3.2484, -3.8083, 4.9099], [4.1779, -2.2586, 3.2106], [2.7064, -0.5661, 2.1525], [2.0207, 3.4157, 2.3193], [1.9233, 5.3818, 3.8277], [-0.1150, 6.7854, 3.8954], [-2.0587, 6.2068, 2.4791], [-1.9486, 4.2087, 0.9840], [3.0741, 1.9742, 0.4507], [4.8613, 2.8324, -1.0229], [4.2774, 4.2289, -2.9858], [1.9069, 4.7541, -3.4628], [0.1208, 3.8569, -1.9892], [2.4712, -0.5341, -0.7524], [3.6661, -0.7404, -0.9588], [5.0020, -0.9696, -1.2494], [5.3189, -1.7595, -2.4442], [4.3868, -1.8457, -3.4909], [4.6357, -2.6195, -4.6110], [5.8212, -3.3383, -4.7255], [6.7466, -3.2799, -3.6920], [6.5000, -2.5071, -2.5672], [6.0087, -0.3649, -0.3808], [7.3129, -0.0619, -0.8128], [8.2202, 0.5708, 0.0235], [7.8628, 0.9287, 1.3180], [6.5718, 0.6504, 1.7583], [5.6638, 0.0194, 0.9276], [3.4570, -1.2956, -3.4018], [3.8921, -2.6698, -5.3979], [6.0141, -3.9440, -5.6030], [7.6633, -3.8550, -3.7539], [7.2127, -2.5123, -1.7534], [7.6006, -0.2915, -1.8303], [9.2142, 0.8001, -0.3455], [8.5744, 1.4214, 1.9699], [6.2719, 0.9357, 2.7602], [4.6607, -0.1921, 1.2791], [-0.3027, 0.2934, -4.7290], [-0.1170, -0.0309, -3.5928], [0.0650, -0.3742, -2.4694], [-0.0142, -5.8626, -0.8245], [0.0387, -4.0913, -0.8669], [1.3994, -3.6030, -1.9011], [-1.4809, -3.4862, -1.5626], [0.2402, -3.4664, 0.5996], [0.4961, -4.2761, 1.4776], [0.1450, -2.2113, 0.6568]],
  "lowdin_spin": [2.286, 0.037, 0.054, 0.240, 0.047, 0.026, 0.005, 0.002, 0.000, 0.001, 0.001, 0.001, 0.003, 0.000, 0.001, 0.000, 0.001, 0.006, 0.005, 0.002, 0.000, 0.000, 0.000, 0.001, 0.014, 0.015, 0.001, 0.006, 0.001, 0.006, 0.001, 0.000, 0.000, 0.000, 0.000, 0.000, 0.000, 0.000, 0.000, 0.005, 0.002, 0.000, 0.000, 0.000, 0.001, 0.005, 0.000, 0.000, 0.000, 0.000, 0.212, 0.109, 0.269, 0.018, 0.047, -0.004, 0.054, -0.004, 0.047, 0.020, 0.053, -0.003, 0.063, -0.003, 0.053, 0.003, -0.001, 0.004, -0.002, 0.002, 0.002, -0.002, 0.005, -0.002, 0.003, 0.053, 0.055, 0.062, 0.001, 0.001, 0.005, 0.000, 0.009, 0.009, 0.087],
  "homo_lumo_gap_ev": [6.09, 6.34],
  "charge": -2,
  "homo_ev": [-1.942, -2.687],
  "multiplicity": 5
}

***

2.
{
  "formula": "C43H30CoF9N4P",
  "method": "ωB97M-V/def2-TZVPD",
  "elements": ["Co", "C", "C", "C", "C", "C", "H", "H", "H", "H", "H", "C", "C", "C", "C", "C", "C", "N", "C", "C", "C", "C", "C", "C", "N", "N", "C", "C", "C", "C", "C", "N", "H", "H", "H", "H", "H", "H", "H", "H", "H", "H", "H", "H", "H", "F", "C", "F", "F", "C", "C", "C", "C", "C", "C", "P", "C", "C", "C", "C", "C", "C", "C", "F", "F", "F", "C", "C", "C", "C", "C", "C", "C", "F", "F", "F", "H", "H", "H", "H", "H", "H", "H", "H", "H", "H", "H", "H"],
  "xyz": [[2.4445, -0.2959, -0.5372], [4.0485, 0.1915, 1.0146], [3.0263, 1.1196, 1.2024], [2.8973, 1.8627, -0.0027], [3.9179, 1.4372, -0.8925], [4.6142, 0.3916, -0.2887], [4.3700, -0.5455, 1.7356], [2.4113, 1.2173, 2.0829], [2.2226, 2.6775, -0.1816], [4.1125, 1.8558, -1.8684], [5.4351, -0.1620, -0.7189], [-2.1745, -2.8642, -3.2548], [-3.0175, -1.8671, -2.7792], [-2.6176, -1.0641, -1.7252], [-1.3739, -1.2144, -1.1043], [-0.5471, -2.2239, -1.5977], [-0.9387, -3.0405, -2.6571], [0.6260, -0.6756, 0.5018], [0.9101, -1.7072, 1.2948], [0.2016, -2.1472, 2.4565], [0.5613, -3.2817, 3.1271], [1.6397, -4.1035, 2.7255], [2.3455, -3.7418, 1.6140], [2.0047, -2.5608, 0.9368], [2.6167, -2.1528, -0.2219], [3.2548, -2.9371, -0.9734], [3.5446, -2.2919, -2.2009], [4.3190, -2.9651, -3.1340], [4.5510, -2.3498, -4.3504], [4.0041, -1.0957, -4.5926], [3.2475, -0.4991, -3.5998], [3.0190, -1.0832, -2.4234], [-2.4831, -3.4958, -4.0782], [-3.9893, -1.7166, -3.2337], [-3.3013, -0.2930, -1.3790], [0.4171, -2.3888, -1.1549], [-0.2721, -3.8201, -3.0075], [-0.6407, -1.5771, 2.8191], [-0.0024, -3.5541, 4.0118], [1.8906, -4.9917, 3.2873], [3.1764, -4.3264, 1.2416], [4.7123, -3.9413, -2.8913], [5.1500, -2.8437, -5.1040], [4.1571, -0.5838, -5.5319], [2.8081, 0.4816, -3.7342], [-1.1988, 5.3814, -3.8461], [-1.5745, 4.1447, -4.2365], [-2.8699, 4.2310, -4.5971], [-0.8678, 3.8488, -5.3420], [-1.3692, 3.1381, -3.1409], [-0.3287, 2.2219, -3.1971], [-0.1543, 1.3056, -2.1725], [-0.9851, 1.3330, -1.0588], [-2.0208, 2.2622, -1.0079], [-2.2259, 3.1533, -2.0491], [-0.8736, 0.0788, 0.2791], [-2.4267, -0.3541, 1.1951], [-3.2715, 0.6357, 1.6870], [-4.4677, 0.3117, 2.3111], [-4.7994, -1.0195, 2.4949], [-3.9514, -2.0229, 2.0434], [-2.7865, -1.6887, 1.3760], [-6.0541, -1.3814, 3.2389], [-6.5216, -2.5914, 2.8851], [-7.0396, -0.4907, 3.0262], [-5.8400, -1.4179, 4.5710], [-0.4624, 1.4513, 1.6157], [0.0943, 2.6863, 1.2847], [0.5328, 3.5864, 2.2441], [0.4235, 3.2711, 3.5887], [-0.1552, 2.0674, 3.9599], [-0.5992, 1.1911, 2.9820], [0.8702, 4.2607, 4.6226], [1.1204, 3.6777, 5.8099], [1.9913, 4.9074, 4.2489], [-0.0666, 5.2101, 4.8437], [0.3310, 2.2051, -4.0541], [0.6369, 0.5576, -2.2638], [-2.6667, 2.3166, -0.1452], [-3.0428, 3.8622, -2.0070], [-2.9874, 1.6758, 1.6202], [-5.1285, 1.0923, 2.6636], [-4.2137, -3.0617, 2.1901], [-2.1580, -2.4789, 0.9862], [0.1972, 2.9770, 0.2497], [0.9657, 4.5318, 1.9408], [-0.2689, 1.8154, 5.0061], [-1.0866, 0.2855, 3.3213]],
  "lowdin_spin": [1.007, -0.030, 0.037, -0.044, 0.032, -0.023, -0.002, 0.002, -0.004, 0.003, -0.001, 0.000, 0.000, 0.000, 0.000, 0.000, 0.000, 0.018, 0.001, 0.002, 0.000, 0.002, -0.001, 0.001, -0.010, -0.021, 0.000, -0.001, -0.002, -0.001, 0.001, 0.029, 0.000, 0.000, 0.000, 0.000, 0.000, 0.000, 0.000, 0.000, 0.000, 0.000, 0.000, 0.000, 0.000, 0.000, 0.000, 0.000, 0.000, 0.000, 0.000, -0.002, 0.000, 0.000, 0.000, 0.006, 0.001, 0.000, 0.000, 0.000, 0.000, 0.000, 0.000, 0.000, 0.000, 0.000, 0.000, 0.000, 0.000, 0.000, 0.000, 0.000, 0.000, 0.000, 0.000, 0.000, 0.000, -0.002, 0.000, 0.000, 0.000, 0.000, 0.000, 0.000, 0.000, 0.000, 0.000, 0.000],
  "homo_lumo_gap_ev": [6.22, 6.25],
  "charge": 0,
  "homo_ev": [-7.625, -7.646],
  "multiplicity": 2
}

***

Calculated total energy in eV, matching the order above: -133109.302, -122410.858
Energy above the lowest of the compared OMol25 structures with the same formula, charge and spin in kcal per mole, matching the order above: 7.6, 43.8